[1]
Molecular formula: C5H6O
Method: DFT, the ωB97M-V functional and the def2-TZVPD basis

```
12
C5H6O, DFT the ωB97M-V functional and the def2-TZVPD basis
O -2.0597 -0.4192 -1.1946
C -0.8065 -0.1336 -0.8959
C -1.5412 -0.2749 0.3030
C 1.0471 0.5849 1.0204
C 1.3655 -0.0059 -0.1385
C 0.4599 -0.0776 -1.2881
H -1.3624 -1.1655 0.9196
H -2.0705 0.5382 0.7846
H 0.2460 1.3180 1.1018
H 1.6385 0.4362 1.9149
H 2.3023 -0.5530 -0.2205
H 0.7809 -0.2476 -2.3065
```

Values from the calculation:
Energy above the lowest of the compared OMol25 structures with the same formula, charge and spin   69.52 kcal per mole
Largest force on an atom   1.0 eV/A
E   -269.23545 a.u.
Frontier orbital gap   9.42 eV
HOMO   -8.3983 eV

***

[2]
Molecular formula: C3H8N2
Method: DFT, the ωB97M-V functional and the def2-TZVPD basis

```
13
C3H8N2, DFT the ωB97M-V functional and the def2-TZVPD basis
C -1.4719 -2.2763 0.4934
N -1.3507 -2.9384 -0.6059
H -2.4555 -1.9540 0.8365
H -0.6771 -1.5825 0.8270
H -0.5010 -3.4992 -0.4382
C 1.4935 1.2159 -0.8003
C 0.0402 2.2127 0.5950
N 1.2410 1.7919 0.5256
H 2.5445 1.2933 -1.1089
H 0.8155 1.5147 -1.6018
H 1.5702 0.1015 -0.7986
H -0.4013 2.3576 1.5824
H -0.4669 2.4657 -0.3393
```

Values from the calculation:
Energy above the lowest of the compared OMol25 structures with the same formula, charge and spin   99.97 kcal per mole
Largest force on an atom   3.5 eV/A
E   -228.48935 a.u.
Frontier orbital gap   10.18 eV
HOMO   -9.5623 eV